# C22H17F3NO

A gas-phase ion, C22H17F3NO (charge +1) at a distorted geometry (ωB97M-V/def2-TZVPD, the OMol25 dataset).

```
44
Properties=species:S:1:pos:R:3
F -4.79140 -1.31809 4.06996
C -3.78160 -0.54171 4.57105
F -4.32753 0.68523 4.84296
F -3.41060 -1.09206 5.77256
C -2.61178 -0.45183 3.62237
C -1.74937 0.64027 3.69154
C -0.74520 0.76428 2.73054
C -0.64224 -0.16387 1.68409
C 0.28204 0.12436 0.50001
C 1.40239 -0.87825 0.25064
C 2.62905 -0.40515 -0.23977
C 3.48797 -1.28280 -0.88800
C 3.14899 -2.63608 -0.99487
C 2.03884 -3.13160 -0.31424
C 1.22031 -2.25508 0.40193
C -1.45223 -1.29359 1.69509
C -2.41359 -1.46212 2.69295
H -1.88144 1.39608 4.46525
H -0.07009 1.62834 2.77363
H 0.78758 1.06465 0.73360
H 2.88548 0.65264 -0.15118
H 4.40353 -0.90784 -1.33930
H 3.75287 -3.30032 -1.61241
H 1.78576 -4.19132 -0.35360
H 0.43737 -2.66858 1.03226
H -1.38566 -2.04815 0.91153
H -3.03858 -2.34860 2.70982
O 2.65508 0.70035 -4.71325
C 1.64774 1.12730 -3.89786
C 1.08101 0.30926 -2.87721
C 0.21357 0.89437 -1.96479
C -0.20370 2.20944 -2.19175
N -1.25726 2.50703 -1.30939
C -1.50446 1.48490 -0.49518
C -0.55028 0.35660 -0.75166
C 0.23989 2.99371 -3.25028
C 1.20779 2.45406 -4.09674
H 2.86990 -0.22562 -4.50393
H 1.34423 -0.75018 -2.82279
H -1.78615 3.37972 -1.32986
H -2.22260 1.53611 0.32049
H -1.10855 -0.55747 -1.03054
H -0.19068 3.98330 -3.40375
H 1.60355 3.01832 -4.93991
```

**LUMO energy**: -0.16863 Eh
**Structure (SMILES)**: Oc1ccc2c(c1)[C@@H]([C@H](c1ccccc1)c1ccc(C(F)(F)F)cc1)C=[NH+]2
**HOMO energy**: -12.172 eV
**Total charge**: +1

# C56H77N7O14

14 unconnected molecules or ions with the total composition C56H77N7O14 at a distorted geometry (ωB97M-V/def2-TZVPD, the OMol25 dataset).

```
154
Properties=species:S:1:pos:R:3
N 21.22998 13.34170 17.74626
C 21.20144 12.79132 18.94809
C 20.40823 11.72252 19.00638
C 19.97868 11.52310 17.71956
C 20.45025 12.57178 16.91469
H 21.79644 14.14412 17.51103
H 21.91598 13.12548 19.68576
H 20.19183 11.13766 19.88815
H 19.27596 10.74638 17.45635
H 20.38691 12.80550 15.86219
N 12.38872 14.45118 15.91161
C 11.24812 15.16258 15.75463
C 11.44192 16.33506 16.35557
C 12.77360 16.38172 16.84336
C 13.37448 15.21622 16.53798
H 12.51902 13.50618 15.57984
H 10.38002 14.76756 15.24791
H 10.69410 17.10997 16.43727
H 13.33002 17.17138 17.32632
H 14.33090 14.72618 16.64520
N 12.28204 15.18146 19.66817
C 11.65520 15.52516 20.85896
C 12.33128 14.76796 21.85801
C 13.41670 14.15686 21.31504
C 13.40972 14.45326 19.93108
H 11.94372 15.36754 18.73489
H 10.75208 16.11714 20.84106
H 11.98114 14.56820 22.85996
H 14.13552 13.57626 21.87411
H 14.15640 14.19484 19.19481
N 15.28100 13.86790 8.66439
C 16.62076 14.00798 8.60154
C 17.21808 13.45416 9.71130
C 16.24976 12.86934 10.44499
C 15.02482 13.14992 9.79485
H 14.58576 14.14514 7.98625
H 17.13012 14.47840 7.77351
H 18.27700 13.42370 9.92146
H 16.40671 12.46306 11.43326
H 13.98110 12.96102 9.99822
N 8.89260 10.64174 18.40981
C 8.31574 11.57896 17.56552
C 9.23164 12.58100 17.43300
C 10.38740 12.23854 18.10517
C 10.18292 11.02036 18.72946
H 8.45030 9.81344 18.78182
H 7.30532 11.48576 17.19568
H 8.99952 13.53310 16.97911
H 11.24270 12.88666 18.22684
H 10.81586 10.43096 19.37627
N 14.22878 11.57466 15.20870
C 15.56864 11.81778 14.97135
C 16.14472 12.22120 16.11964
C 15.24220 11.91510 17.17101
C 14.04158 11.57200 16.59711
H 13.55186 11.34984 14.49363
H 15.84932 11.66334 13.93996
H 17.20014 12.41430 16.24303
H 15.43714 11.97668 18.23148
H 13.08040 11.23192 16.95332
N 13.97392 10.40906 21.79467
C 13.57000 9.19088 22.30006
C 12.99414 8.45828 21.24550
C 13.14940 9.28078 20.08946
C 13.59984 10.51280 20.50999
H 14.32292 11.15534 22.37893
H 13.79564 8.91860 23.32053
H 12.57696 7.46228 21.22716
H 12.76120 8.99474 19.12308
H 13.72818 11.49330 20.07579
O 14.29680 9.27124 13.30480
C 13.78746 9.27179 12.21059
O 14.24708 10.07888 11.32791
C 13.62736 9.91850 10.09490
C 12.70534 8.75094 10.15977
C 12.61580 8.44980 11.62288
H 14.43160 9.65270 9.40888
H 13.13550 10.83252 9.76213
H 13.13272 7.92010 9.59840
H 11.70790 8.89176 9.74337
H 12.94964 7.41264 11.65436
H 11.66414 8.62256 12.12547
O 11.72512 11.88938 13.83644
C 10.62880 11.60326 13.33382
O 10.55088 10.67148 12.32665
C 9.23808 10.54452 11.77007
C 8.40755 11.70516 12.30072
C 9.19966 12.19202 13.48072
H 8.82886 9.55102 11.95342
H 9.27754 10.63266 10.68436
H 7.45658 11.32540 12.67427
H 8.16902 12.54640 11.64994
H 8.85590 11.89414 14.47127
H 9.15548 13.28096 13.46227
O 19.25340 12.34440 12.15529
C 18.93828 11.30602 12.59109
O 18.54624 11.16314 13.77932
C 18.21680 9.83398 14.19871
C 18.55364 8.98850 12.95280
C 18.83526 10.03169 11.82339
H 17.13418 9.78363 14.31484
H 18.75752 9.58464 15.11171
H 17.80376 8.25516 12.65614
H 19.44518 8.42140 13.22047
H 18.05067 9.97592 11.06878
H 19.77604 9.76112 11.34402
O 20.42514 15.37602 15.12779
C 19.32852 15.43508 14.61256
O 18.11612 15.33508 15.31398
C 16.95798 15.25114 14.47351
C 17.52685 14.90456 13.08638
C 18.97054 15.39582 13.15058
H 16.49320 16.21916 14.28641
H 16.28470 14.46418 14.81332
H 17.00972 15.35962 12.24163
H 17.51636 13.82110 12.96764
H 18.95012 16.43888 12.83486
H 19.57876 14.84092 12.43626
O 16.35762 13.00290 22.24113
C 16.89618 13.61878 21.36476
O 17.10064 13.06188 20.15737
C 17.53296 14.02848 19.23797
C 17.37752 15.37198 19.87218
C 17.36310 15.05162 21.38559
H 16.83758 13.90162 18.40825
H 18.58636 13.83536 19.03507
H 16.52452 15.92578 19.48000
H 18.11406 16.11888 19.57594
H 16.60592 15.61456 21.93136
H 18.29806 15.09544 21.94416
O 11.17102 5.84408 17.24346
C 10.91686 6.81980 16.53784
O 10.64536 8.07536 17.08233
C 10.48796 9.05144 16.08926
C 11.08216 8.39350 14.81837
C 10.96034 6.93900 15.03505
H 11.12160 9.89561 16.36122
H 9.48396 9.46187 15.98139
H 12.13992 8.64422 14.73856
H 10.47780 8.72546 13.97418
H 11.66936 6.29852 14.51048
H 9.96556 6.63452 14.70978
O 17.79103 8.43230 17.48258
C 16.84706 7.97138 16.83730
O 17.10819 7.21548 15.72196
C 15.88014 6.75678 15.14419
C 14.86352 6.88132 16.26096
C 15.35734 8.03976 17.13300
H 16.03004 5.72380 14.83021
H 15.48758 7.40122 14.35762
H 14.91194 5.91762 16.76796
H 13.89760 7.24240 15.90780
H 15.07736 7.96678 18.18389
H 14.98594 8.98470 16.73648
```

**LUMO energy**: -0.01144 Eh
**Energy relative to the best compared isomer or geometry (same formula, charge and spin)**: 0.0 kJ/mol
**HOMO energy**: -7.403 eV

# C32H66BCl2N2O3

3 unconnected molecules or ions with the total composition C32H66BCl2N2O3 at a distorted geometry (ωB97M-V/def2-TZVPD, the OMol25 dataset).

```
106
Properties=species:S:1:pos:R:3
C 4.40001 5.16888 -1.29538
C 4.36714 3.66733 -1.76463
C 3.67033 2.71190 -0.73349
C 2.71778 1.66403 -1.43182
C 1.26263 2.29134 -1.48671
C 0.30121 1.22034 -2.10301
B -1.30378 1.68849 -2.17071
C -1.46453 2.70769 -3.45779
C -1.07745 4.21915 -3.20240
C -2.31843 5.18088 -3.40503
C -2.66103 5.85916 -2.02839
O -4.08924 5.78491 -1.83150
C -4.36552 6.40165 -0.57520
C -1.77741 2.33034 -0.73444
Cl -1.18945 1.14909 0.58906
C -3.34497 2.50402 -0.53457
C -3.94571 1.83126 0.74384
Cl -4.36313 1.92953 -1.92298
H 3.75837 5.32114 -0.40887
H 5.43534 5.42968 -0.99492
H 4.07884 5.82127 -2.12451
H 5.41159 3.30231 -1.86077
H 3.88539 3.59248 -2.75920
H 3.09521 3.32258 -0.01422
H 4.41490 2.12211 -0.15498
H 2.70862 0.70058 -0.88651
H 2.99743 1.52027 -2.49728
H 1.00992 2.55350 -0.43914
H 1.35981 3.21114 -2.09311
H 0.39082 0.23642 -1.58867
H 0.68545 1.03335 -3.13653
H -1.91299 0.66406 -2.38814
H -0.77445 2.33167 -4.24892
H -2.48020 2.64333 -3.90722
H -0.57739 4.40891 -2.23854
H -0.34681 4.50787 -3.99384
H -3.20642 4.65282 -3.78943
H -2.05970 5.97629 -4.13396
H -2.21594 5.30349 -1.17547
H -2.31074 6.90936 -2.08683
H -4.21171 5.70457 0.27702
H -3.69663 7.27693 -0.42438
H -5.40453 6.77167 -0.62080
H -1.30685 3.29592 -0.47200
H -3.52005 3.58945 -0.39059
H -3.94715 0.73005 0.68050
H -5.02272 2.12271 0.74937
H -3.51915 2.21883 1.68163
C -3.05477 -3.14604 6.89556
C -3.73277 -2.60336 5.61478
C -3.70785 -3.66266 4.49791
C -2.34567 -3.82270 3.84106
C -1.85141 -2.47368 3.33195
C -1.82008 -1.40236 4.43018
N -3.09570 -1.32346 5.20340
O -3.96610 -0.66537 4.47206
C -0.63108 -1.69592 5.37197
C -1.45705 -0.05546 3.78299
C -5.20301 -2.42333 6.03174
H -3.13821 -4.23370 6.95246
H -2.00016 -2.90550 6.98699
H -3.52225 -2.73351 7.79248
H -4.43379 -3.38840 3.72399
H -4.04150 -4.62555 4.89419
H -1.63355 -4.26188 4.54770
H -2.42192 -4.52271 3.00544
H -0.85524 -2.59085 2.89861
H -2.50391 -2.14437 2.51555
H -0.66817 -1.06287 6.26138
H 0.31525 -1.49199 4.86897
H -0.57212 -2.73893 5.68470
H -2.14539 0.22377 2.98782
H -0.46726 -0.10424 3.32786
H -1.44184 0.74683 4.52465
H -5.30819 -1.63118 6.77563
H -5.57903 -3.34908 6.47314
H -5.85005 -2.18618 5.18717
C 3.03002 -4.27722 -0.44667
C 2.36031 -3.75165 -1.73908
C 2.40946 -4.81875 -2.84727
C 3.78018 -4.96755 -3.48895
C 4.26117 -3.61527 -4.00220
C 4.26769 -2.53586 -2.91060
N 2.98680 -2.46828 -2.15249
O 2.11818 -1.82777 -2.90051
C 5.45267 -2.80676 -1.95763
C 4.61511 -1.18521 -3.55920
C 0.88319 -3.58328 -1.34000
H 2.95769 -5.36551 -0.38217
H 4.08111 -4.02456 -0.34456
H 2.54778 -3.86287 0.44105
H 1.68874 -4.55855 -3.63090
H 2.08265 -5.78225 -2.44763
H 4.49098 -5.39263 -2.77274
H 3.72106 -5.67451 -4.32063
H 5.26367 -3.72208 -4.42589
H 3.61084 -3.30100 -4.82668
H 5.39815 -2.16949 -1.07263
H 6.40139 -2.59218 -2.45322
H 5.52319 -3.84667 -1.63888
H 3.92642 -0.91944 -4.36119
H 5.61163 -1.22378 -4.00376
H 4.61009 -0.38186 -2.81974
H 0.76111 -2.78630 -0.60423
H 0.51192 -4.50993 -0.89551
H 0.24296 -3.35882 -2.19293
```

**LUMO energy (alpha / beta)**: 0.08221 / 0.07502 Eh
**Multiplicity**: 3
**HOMO energy (alpha / beta)**: -4.616 / -4.615 eV
**Total charge**: -1

# C12H14N2

2 unconnected molecules or ions with the total composition C12H14N2 at a distorted geometry (ωB97M-V/def2-TZVPD, the OMol25 dataset).

```
28
Properties=species:S:1:pos:R:3
C -0.84858 -0.96626 -1.01725
C 3.94444 0.53779 -0.51199
C 3.45124 1.30510 0.53258
C 3.20237 -0.60021 -0.89632
C 2.13844 1.05251 0.99371
C 2.04739 -0.99444 -0.31689
C 1.48876 -0.10990 0.59557
C -2.21845 1.41705 -1.16382
C -3.36953 0.53414 -0.70722
C -2.14380 0.70297 0.16421
C -2.01490 -1.66989 1.06224
C -1.52974 -0.62524 0.13748
N -0.15943 -1.39171 -1.81128
N 0.38252 -0.43146 1.31003
H 4.91870 0.75272 -0.91093
H 3.93469 2.13518 0.83817
H 3.67820 -1.34626 -1.51111
H 1.62947 1.51571 1.88942
H 1.44422 -1.87929 -0.60791
H -1.44358 1.10988 -1.85600
H -2.17219 2.52308 -1.16134
H -4.22789 1.02366 -0.40325
H -3.30784 -0.37726 -1.17572
H -2.17659 1.23622 1.02846
H -2.84542 -2.15622 0.52018
H -2.50849 -1.27615 1.86803
H -1.26944 -2.36539 1.27099
H -0.02456 0.34366 1.83995
```

**LUMO energy (alpha / beta)**: -0.02105 / -0.01443 Eh
**Energy relative to the best compared isomer or geometry (same formula, charge and spin)**: 564.9 kJ/mol
**HOMO energy (alpha / beta)**: -7.474 / -7.648 eV

# C35H91BClN3O13PS9

9 unconnected molecules or ions with the total composition C35H91BClN3O13PS9 (ωB97M-V/def2-TZVPD, the OMol25 dataset).

```
154
Properties=species:S:1:pos:R:3
C 3.93289 2.00526 -0.96344
C 2.69491 2.74264 -1.45786
C 1.64449 2.91416 -0.35773
C 0.23296 3.15793 -0.85492
N -0.63382 1.91533 -1.18530
S 0.34678 0.41409 -1.34698
C -1.53961 1.70566 0.01353
B -0.78506 1.38887 1.43081
O -0.10614 0.21227 1.49024
C -0.86775 2.37888 2.63052
C 0.49677 2.83369 3.19385
C -2.76255 0.77484 -0.23144
O -3.82701 1.53732 0.26049
O -2.76041 -0.39475 0.48635
C -2.18604 -1.61822 -0.02535
C -3.22737 -2.72180 -0.04330
C -4.36207 -2.41813 -1.01541
C -2.53219 -4.06229 -0.36127
C -2.62977 -5.09296 0.76591
C -4.08571 -5.45135 1.08062
C -1.89008 -4.63596 2.01940
O -3.03554 0.46378 -1.59453
C -2.46058 1.01198 -2.73233
Cl -1.63176 -0.30723 -3.66407
P -3.97204 1.34520 -3.82735
N -3.75868 1.89705 -5.25047
C -1.56843 2.25371 -2.46943
N -2.44544 3.32955 -2.14538
C -0.67363 2.61214 -3.66670
C -0.61966 4.08318 -4.12285
O -1.66768 4.39622 -5.01099
H 3.82613 0.92199 -1.06107
H 4.12602 2.22227 0.09157
H 4.81898 2.30152 -1.52411
H 2.27350 2.23031 -2.32683
H 2.97061 3.74623 -1.78620
H 1.88946 3.81730 0.20907
H 1.66770 2.10086 0.37600
H -0.34195 3.69979 -0.10819
H 0.27937 3.75969 -1.75778
H 0.56530 0.60328 -2.65360
H -1.99124 2.67825 0.16848
H 0.32336 0.06942 2.34999
H -1.48032 3.25787 2.41272
H -1.40548 1.84641 3.42921
H 1.21892 2.01255 3.26052
H 0.36890 3.26274 4.18547
H 0.94152 3.61437 2.57336
H -4.57207 0.93282 0.41629
H -1.35509 -1.86662 0.63623
H -1.79450 -1.44200 -1.02820
H -3.65181 -2.76631 0.96507
H -3.97979 -2.30422 -2.03552
H -5.08670 -3.23364 -1.01895
H -4.89601 -1.50207 -0.75474
H -2.97192 -4.48302 -1.27066
H -1.47160 -3.89048 -0.58922
H -2.13088 -6.00746 0.43197
H -4.54257 -4.73997 1.77460
H -4.15294 -6.43833 1.53921
H -4.69631 -5.48279 0.17430
H -2.44927 -3.87582 2.57586
H -0.90906 -4.20956 1.78040
H -1.71835 -5.47708 2.69382
H -4.68289 2.14738 -2.92252
H -4.52776 0.07479 -3.58984
H -3.95000 1.24358 -6.00066
H -3.15236 3.10668 -1.45259
H -1.97604 4.18894 -1.89381
H 0.35560 2.29616 -3.48372
H -1.00895 2.05013 -4.53664
H 0.31171 4.19361 -4.67802
H -0.57801 4.79260 -3.28669
H -2.42889 4.76075 -4.53894
C 5.40934 -1.95533 2.19377
S 4.83349 -0.31288 1.74442
O 4.72964 0.46909 3.00233
C 3.15503 -0.81225 1.32792
H 6.43831 -1.85097 2.53158
H 4.78899 -2.34085 3.00240
H 5.37252 -2.60550 1.31976
H 2.70905 -1.29769 2.19710
H 3.16984 -1.48612 0.47057
H 2.60454 0.09102 1.06985
C 6.58334 5.25486 -1.52481
S 5.22019 6.40618 -1.70413
O 4.02426 5.59943 -2.10260
C 5.84090 7.19232 -3.18293
H 6.38175 4.63890 -0.65034
H 6.63876 4.63742 -2.42136
H 7.50558 5.82112 -1.38860
H 5.93683 6.44236 -3.96790
H 6.81220 7.62111 -2.93289
H 5.13365 7.96359 -3.48159
C 8.61428 10.44850 -2.93511
S 9.78103 9.08834 -2.82591
O 8.97327 7.86345 -2.55201
C 10.51265 9.56644 -1.25939
H 8.02422 10.29458 -3.83648
H 7.97175 10.43742 -2.05490
H 9.15915 11.38911 -3.01080
H 9.72970 9.61943 -0.50361
H 11.01760 10.52546 -1.37251
H 11.23667 8.79787 -0.99752
C -0.15809 3.48331 -8.45242
S -0.34973 2.24874 -7.16877
O 0.86991 2.32941 -6.30567
C -0.12946 0.81113 -8.22107
H -0.20692 4.45489 -7.96482
H 0.80636 3.34970 -8.94145
H -0.97909 3.38707 -9.16228
H 0.83313 0.87498 -8.72782
H -0.94843 0.76574 -8.93870
H -0.15616 -0.06501 -7.57617
C 1.53527 -7.13335 0.51541
S 0.60297 -8.36406 1.43480
O -0.77388 -7.81787 1.57911
C 1.42000 -8.10194 3.01164
H 1.12432 -7.10961 -0.49193
H 1.40755 -6.16403 0.99770
H 2.58544 -7.42266 0.47974
H 1.30389 -7.05804 3.30231
H 2.47169 -8.37488 2.92680
H 0.92950 -8.74884 3.73598
C -6.41468 -10.49455 0.69267
S -5.61587 -9.70904 2.09695
O -6.26723 -8.37925 2.27246
C -4.04589 -9.40657 1.28101
H -7.43867 -10.71468 0.98728
H -6.40588 -9.80872 -0.15424
H -5.89292 -11.42141 0.45569
H -4.21729 -8.80089 0.39075
H -3.58377 -10.35874 1.02023
H -3.39955 -8.87031 1.97384
C -0.76818 7.23063 6.83474
S 0.41360 6.65457 5.61326
O -0.05943 5.31049 5.17323
C 1.76655 6.36140 6.75503
H -1.70435 7.41695 6.31286
H -0.90543 6.45448 7.58682
H -0.40577 8.15501 7.28392
H 1.44065 5.65007 7.51314
H 2.07355 7.30479 7.20601
H 2.58879 5.94353 6.17796
C -7.26201 -8.88185 5.56214
S -5.99862 -10.15008 5.68609
O -6.69152 -11.41765 6.03606
C -5.24770 -9.54679 7.20541
H -7.86576 -9.12019 4.68928
H -7.86950 -8.89765 6.46677
H -6.78697 -7.91344 5.40866
H -5.99969 -9.53663 7.99416
H -4.83924 -8.55003 7.03856
H -4.44815 -10.23857 7.46229
```

**LUMO energy**: -0.08062 Eh
**HOMO energy**: -9.478 eV
**Total charge**: +1

Number 1: DFT total energy -34773.845 eV. Number 2: DFT total energy -98414.134 eV. Number 3: DFT total energy -69094.729 eV. Number 4: DFT total energy -15646.166 eV. Number 5: DFT total energy -188851.451 eV.